1.
Formula: C28H54N11O15
Source: the Open Molecules 2025 dataset
Level of theory: ωB97M-V/def2-TZVPD

Positions of all 108 atoms, in Å:
C (2.222, 0.618, -1.086)
C (0.678, 1.069, -1.189)
C (-0.104, 0.148, -2.165)
C (-0.376, -1.190, -1.629)
C (-1.250, -1.019, -0.314)
C (-0.445, -0.211, 0.779)
N (0.136, 1.053, 0.202)
O (0.373, 1.937, 1.020)
C (0.551, -1.011, 1.550)
C (-1.652, 0.199, 1.727)
C (0.520, 2.436, -1.720)
H (2.520, 0.640, -1.932)
H (2.077, -0.442, -0.687)
H (2.749, 1.239, -0.396)
H (0.687, 0.202, -3.188)
H (-1.137, 0.435, -2.567)
H (0.341, -1.767, -1.378)
H (-0.832, -1.756, -2.408)
H (-1.543, -2.045, 0.100)
H (-2.224, -0.470, -0.580)
H (0.998, -0.407, 2.391)
H (1.216, -1.558, 1.106)
H (0.174, -1.643, 2.166)
H (-2.333, 0.811, 1.416)
H (-1.273, 0.785, 2.622)
H (-2.084, -0.688, 2.047)
H (1.027, 2.480, -2.775)
H (1.147, 3.205, -1.248)
H (-0.389, 2.856, -1.644)
N (4.069, 1.187, -5.175)
C (5.139, 0.538, -4.837)
C (4.713, -0.859, -4.234)
C (3.189, -0.813, -4.276)
C (2.806, 0.568, -4.931)
H (4.136, 2.140, -5.609)
H (6.005, 0.779, -5.094)
H (5.450, -1.583, -4.080)
H (2.476, -1.582, -4.251)
H (1.804, 0.824, -5.068)
N (3.824, -3.595, 6.179)
C (2.577, -4.290, 6.627)
C (1.547, -3.753, 5.546)
C (2.143, -2.742, 4.572)
C (3.688, -2.800, 5.011)
H (4.634, -3.841, 6.518)
H (2.513, -4.956, 7.601)
H (0.323, -4.051, 5.645)
H (1.794, -2.335, 3.712)
H (4.409, -2.176, 4.517)
N (0.567, -5.111, -1.112)
C (1.314, -4.526, -2.036)
C (2.378, -3.837, -1.385)
C (2.313, -4.108, 0.074)
C (1.126, -4.934, 0.176)
H (-0.368, -5.536, -1.316)
H (1.059, -4.475, -3.235)
H (3.086, -3.184, -1.832)
H (3.086, -4.042, 0.863)
H (0.692, -5.476, 1.114)
C (3.378, 4.576, 2.685)
N (3.098, 3.370, 1.833)
O (2.682, 3.600, 0.717)
O (3.487, 2.269, 2.209)
H (4.253, 4.342, 3.351)
H (2.639, 4.614, 3.520)
H (3.523, 5.504, 1.924)
C (-1.573, 4.234, 3.498)
N (-1.914, 4.186, 4.946)
O (-1.271, 4.901, 5.627)
O (-2.896, 3.498, 5.193)
H (-1.525, 3.297, 3.035)
H (-0.548, 4.635, 3.258)
H (-2.337, 4.761, 2.912)
C (-4.038, -4.669, -1.437)
N (-2.827, -5.541, -1.852)
O (-2.181, -6.026, -0.920)
O (-2.457, -5.538, -3.014)
H (-3.619, -3.777, -0.779)
H (-4.787, -5.116, -0.823)
H (-4.526, -4.435, -2.245)
C (-4.661, 3.576, -1.685)
N (-3.512, 2.785, -0.884)
O (-2.932, 3.304, 0.001)
O (-3.161, 1.834, -1.556)
H (-5.214, 3.018, -2.073)
H (-4.370, 4.264, -2.386)
H (-5.104, 3.949, -0.647)
C (-2.014, 4.077, -6.143)
N (-1.799, 3.403, -4.895)
O (-2.178, 3.920, -3.840)
O (-1.246, 2.311, -4.868)
H (-1.057, 4.584, -6.450)
H (-2.691, 5.025, -5.825)
H (-2.723, 3.423, -6.805)
C (1.961, 0.796, 6.177)
N (0.784, 1.474, 5.482)
O (1.055, 2.556, 5.016)
O (-0.008, 0.709, 5.065)
H (2.914, 0.612, 5.656)
H (1.761, -0.200, 6.278)
H (1.942, 1.169, 7.050)
C (-6.020, -0.696, -2.589)
N (-4.824, -1.201, -1.969)
O (-4.795, -1.269, -0.751)
O (-3.854, -1.533, -2.664)
H (-6.727, -1.626, -2.952)
H (-5.604, -0.208, -3.374)
H (-6.741, -0.070, -1.922)

Output
Total charge: +1
Energy relative to the best compared isomer or geometry (same formula, charge and spin): 104.4 kcal/mol
Highest occupied orbital energy: -0.35386 Ha
Total energy: -2828.58165 Ha
Molar mass: 784.80 g/mol
Lowest unoccupied orbital energy: -4.856 eV
Orbital gap: 4.77 eV

***

2.
Formula: C2H6I2N2OP
Source: the Open Molecules 2025 dataset
Level of theory: ωB97M-V/def2-TZVPD

Positions of all 14 atoms, in Å:
C (-2.047, -1.244, -0.104)
C (0.336, 0.075, -0.197)
N (-0.983, 0.314, -0.174)
N (1.011, 0.005, 1.427)
O (-1.423, -2.234, -0.265)
P (1.446, 1.356, -1.224)
I (-4.035, -0.834, -0.234)
I (-1.854, 2.121, 0.473)
H (0.536, -0.965, -0.524)
H (1.211, 0.918, 1.857)
H (1.810, -0.473, 0.990)
H (0.569, -0.676, 1.982)
H (2.434, 0.487, -1.570)
H (0.988, 1.149, -2.438)

Output
Total charge: +1
Energy relative to the best compared isomer or geometry (same formula, charge and spin): 58.6 kcal/mol
Highest occupied orbital energy: -0.47095 Ha
Total energy: -1200.92304 Ha
Molar mass: 358.86 g/mol
Lowest unoccupied orbital energy: -4.492 eV
Orbital gap: 8.32 eV

***

3.
Formula: C22H43N2O12P2
Source: the Open Molecules 2025 dataset
Level of theory: ωB97M-V/def2-TZVPD

Positions of all 81 atoms, in Å:
C (4.420, 0.767, 0.202)
C (4.327, -0.560, -0.543)
C (3.534, -0.442, -1.847)
C (2.020, -0.342, -1.627)
C (1.285, -1.676, -1.766)
C (-0.224, -1.586, -2.065)
C (-1.136, -1.905, -0.884)
P (-0.884, -0.759, 0.605)
C (-1.834, -1.949, 1.793)
C (-0.956, -2.719, 2.693)
N (-0.627, -2.330, 3.863)
O (-0.647, 0.407, 1.904)
C (-1.089, 1.650, 1.487)
C (-2.382, 1.444, 0.647)
C (-2.326, 2.147, -0.709)
O (-2.280, 3.594, -0.587)
C (-1.081, 4.183, -0.779)
C (-0.656, 5.075, 0.353)
O (-0.435, 4.028, -1.782)
P (-3.913, 1.927, 1.587)
N (-3.684, 2.375, 3.053)
O (-4.871, 0.652, 1.438)
O (-4.722, 2.980, 0.648)
O (-2.461, 0.089, 0.345)
H (4.810, 1.546, -0.457)
H (5.094, 0.698, 1.057)
H (3.446, 1.096, 0.563)
H (5.343, -0.887, -0.784)
H (3.877, -1.316, 0.105)
H (3.776, -1.268, -2.519)
H (3.876, 0.473, -2.344)
H (1.833, 0.049, -0.624)
H (1.577, 0.385, -2.312)
H (1.439, -2.286, -0.871)
H (1.759, -2.223, -2.589)
H (-0.458, -0.591, -2.461)
H (-0.434, -2.288, -2.880)
H (-0.934, -2.938, -0.582)
H (-2.181, -1.840, -1.203)
H (0.376, -1.378, 0.923)
H (-0.290, 0.222, -0.285)
H (-2.374, -2.653, 1.154)
H (-2.577, -1.382, 2.347)
H (-0.587, -3.690, 2.335)
H (-0.022, -3.026, 4.298)
H (-0.339, 2.189, 0.879)
H (-1.272, 2.262, 2.371)
H (-1.453, 1.782, -1.246)
H (-3.219, 1.892, -1.277)
H (-0.244, 5.997, -0.050)
H (-1.501, 5.291, 1.002)
H (0.092, 4.546, 0.941)
H (-4.076, 3.276, 3.292)
H (-5.567, 0.836, 0.800)
H (-4.618, 3.864, 1.004)
C (0.148, 5.032, -4.522)
C (1.012, 5.349, -5.729)
C (1.018, 4.310, -6.831)
O (2.307, 4.494, -7.429)
C (3.130, 5.008, -6.480)
O (4.308, 5.113, -6.599)
O (2.421, 5.383, -5.396)
H (0.742, 4.994, -3.614)
H (-0.618, 5.795, -4.391)
H (-0.359, 4.073, -4.625)
H (0.770, 6.332, -6.140)
H (0.243, 4.455, -7.580)
H (0.958, 3.296, -6.429)
C (-1.112, -7.828, 6.089)
C (0.127, -7.314, 5.375)
C (0.403, -5.830, 5.510)
O (1.102, -5.535, 4.298)
C (0.702, -6.432, 3.362)
O (0.937, -6.357, 2.203)
O (-0.009, -7.432, 3.945)
H (-1.793, -8.279, 5.371)
H (-0.854, -8.583, 6.831)
H (-1.639, -7.025, 6.604)
H (1.011, -7.890, 5.659)
H (1.026, -5.574, 6.364)
H (-0.516, -5.240, 5.535)

Output
Total charge: -1
Energy relative to the best compared isomer or geometry (same formula, charge and spin): 0.0 kcal/mol
Highest occupied orbital energy: -0.17350 Ha
Total energy: -2559.26432 Ha
Molar mass: 589.54 g/mol
Lowest unoccupied orbital energy: 2.306 eV
Orbital gap: 7.03 eV

***

4.
Formula: CH23NO9
Source: the Open Molecules 2025 dataset
Level of theory: ωB97M-V/def2-TZVPD

Positions of all 34 atoms, in Å:
C (0.158, 0.664, -2.841)
N (-0.140, 0.272, -1.452)
H (0.857, 1.500, -2.810)
H (-0.735, 1.058, -3.324)
H (0.645, -0.111, -3.430)
H (0.114, -0.696, -1.293)
H (-1.136, 0.356, -1.282)
H (1.222, 2.845, 1.818)
H (1.533, 1.462, 2.173)
O (1.609, 2.351, 2.560)
H (-3.156, -0.237, -0.068)
H (-3.450, -0.880, -1.437)
O (-3.267, -0.036, -1.014)
H (0.303, -1.395, 3.604)
H (0.490, -0.517, 2.374)
O (0.099, -1.358, 2.664)
H (-0.493, -3.382, -1.092)
H (-1.520, -2.281, -0.822)
O (-0.943, -2.629, -1.515)
H (0.011, -2.862, 1.213)
H (1.146, -3.718, 0.698)
O (0.185, -3.707, 0.767)
H (2.487, 0.184, 0.406)
H (1.042, 0.281, 0.130)
O (1.650, -0.083, 0.809)
H (2.645, 2.684, -1.037)
H (3.204, 2.475, 0.389)
O (2.690, 2.054, -0.309)
H (0.042, 2.405, -0.390)
H (-0.765, 3.703, -0.372)
O (0.068, 3.324, -0.076)
H (-2.653, -1.772, 2.045)
H (-1.554, -0.769, 1.582)
O (-2.387, -1.187, 1.333)

Output
Total charge: 0
Energy relative to the best compared isomer or geometry (same formula, charge and spin): 0.0 kcal/mol
Highest occupied orbital energy: -0.35403 Ha
Total energy: -783.81690 Ha
SMILES string: CN.O.O.O.O.O.O.O.O.O
Molar mass: 193.19 g/mol
Lowest unoccupied orbital energy: 0.250 eV
Orbital gap: 9.88 eV